Here is the molecule C20H29N3O3S from the OMol25 dataset. Energies are from ωB97M-V/def2-TZVPD.

Summary:
- HOMO (Ha) = -0.275
- frontier orbital gap (eV) = 7.9806
- structure (SMILES) = CCOc1cc(C(=S)N2CCN(C)CC2)ccc1OCC(=O)N1CCCC1
- ΔE to the lowest compared entry with this formula, charge and spin (kJ/mol) = 162.9

```
56
Properties=species:S:1:pos:R:3:forces:R:3:lowdin_charge:R:1
C 3.6681 1.1873 -3.4225 -0.30 0.10 0.33 -0.0618
C 2.3156 1.6214 -2.8701 0.03 0.03 -0.60 -0.2265
O 2.3560 1.8109 -1.4608 0.26 -0.16 0.22 -0.0306
C 1.7819 0.9097 -0.6206 -0.17 -0.11 0.08 -0.1755
C 1.3044 1.4475 0.5690 0.00 -0.26 -0.04 0.0479
C 0.6948 0.6618 1.5410 0.11 -0.13 -0.60 -0.2718
C 0.2524 1.2430 2.8166 0.09 0.09 0.65 -0.7189
S 0.7710 0.5281 4.2154 0.15 -0.30 0.32 0.6944
N -0.4970 2.3555 2.8041 0.17 -0.16 -0.21 -0.1212
C -1.2965 2.7772 1.6762 -0.47 -0.03 -0.47 -0.1241
C -2.7739 2.4957 1.9682 0.20 0.18 -0.10 -0.1765
N -3.1803 3.1862 3.1768 -0.01 -0.03 -0.03 -0.2340
C -4.5986 3.0557 3.4256 0.05 -0.01 -0.02 -0.1030
C -2.3846 2.7241 4.3004 0.24 0.14 -0.05 -0.1779
C -0.9099 3.0093 4.0244 -0.14 0.09 0.60 -0.1712
C 0.5667 -0.7013 1.3108 -0.10 0.10 0.03 -0.0463
C 1.0384 -1.2521 0.1370 0.12 0.04 -0.16 0.0054
C 1.6619 -0.4770 -0.8334 0.10 0.22 0.17 -0.1830
O 2.2338 -1.0130 -1.9625 -0.03 0.17 0.16 -0.0570
C 1.7163 -2.2131 -2.4662 -0.10 0.08 0.05 -0.0976
C 0.2225 -2.0776 -2.7880 0.24 -0.03 0.01 -0.4343
O -0.3516 -1.0078 -2.7231 -0.02 0.20 -0.10 0.0909
N -0.3954 -3.2125 -3.1513 -0.31 -0.10 -0.07 -0.0508
C 0.1846 -4.5370 -3.2520 0.41 -0.33 0.10 -0.1548
C -0.9205 -5.3740 -3.8975 0.01 0.03 0.10 -0.1619
C -2.1960 -4.6934 -3.4042 0.13 0.08 -0.09 -0.1625
C -1.8195 -3.2178 -3.4546 -0.35 0.26 0.00 -0.1351
H 3.6169 1.1233 -4.5063 0.02 0.01 -0.16 0.0749
H 4.4289 1.9124 -3.1444 0.10 0.07 -0.03 0.0750
H 3.9444 0.2177 -3.0194 0.05 -0.05 -0.02 0.0642
H 1.5284 0.9153 -3.1427 0.02 0.11 0.06 0.1121
H 2.0543 2.6057 -3.2772 -0.01 -0.16 0.04 0.1228
H 1.4413 2.5071 0.7235 -0.01 0.13 -0.02 0.1375
H -0.9935 2.2482 0.7738 -0.04 0.12 0.12 0.1173
H -1.1583 3.8536 1.5342 -0.01 -0.05 -0.07 0.1335
H -3.3799 2.8597 1.1355 0.01 -0.05 -0.01 0.1236
H -2.9190 1.4021 2.0529 -0.01 0.04 -0.02 0.1333
H -5.1474 3.4606 2.5765 -0.09 0.00 0.00 0.0827
H -4.9101 2.0107 3.5800 -0.02 -0.03 0.01 0.0883
H -4.8564 3.6301 4.3139 -0.09 0.00 0.03 0.0831
H -2.6982 3.2624 5.1970 0.02 -0.04 0.02 0.1237
H -2.5155 1.6417 4.4778 0.00 0.04 0.02 0.1294
H -0.2911 2.6460 4.8459 -0.09 0.11 -0.16 0.0612
H -0.7676 4.0868 3.8983 -0.03 -0.03 -0.01 0.1311
H 0.1012 -1.3274 2.0563 0.00 -0.03 0.07 0.1016
H 0.9261 -2.3146 -0.0139 0.00 -0.11 -0.05 0.1142
H 2.2696 -2.3949 -3.3934 -0.08 -0.10 0.11 0.1452
H 1.8943 -3.0563 -1.7851 0.00 0.06 -0.11 0.1250
H 0.4290 -4.9230 -2.2541 0.04 -0.04 -0.09 0.1262
H 1.0988 -4.5249 -3.8507 -0.01 -0.06 0.05 0.1227
H -0.8567 -5.3013 -4.9835 0.02 -0.02 -0.04 0.1148
H -0.8605 -6.4221 -3.6134 0.05 -0.03 -0.05 0.1110
H -2.4090 -4.9938 -2.3779 -0.04 -0.01 0.03 0.1151
H -3.0608 -4.9207 -4.0226 -0.06 -0.01 0.03 0.1113
H -1.9851 -2.7951 -4.4517 -0.07 0.01 0.07 0.1310
H -2.3507 -2.5984 -2.7299 0.00 -0.03 -0.11 0.1258
```
Positions in Å, forces in eV/Å.